1.
Formula: C5H10N2S
Source: the Open Molecules 2025 dataset
Level of theory: wB97M-V/def2-TZVPD

- Net charge: 0
- Orbital gap: 0.3690 Eh
- F_max: 5.9 eV Å⁻¹
- SMILES: CC(C)(S)[C@@H](N)C#N
- Relative energy (zero: lowest compared OMol25 entry of this formula, charge and spin): 164.0 kJ/mol

Structure (XYZ):
```
18
C5H10N2S, DFT wB97M-V/def2-TZVPD
S -0.569 2.257 -0.244
N 0.179 -1.716 -0.655
N -3.051 -0.825 0.285
C 1.576 0.607 -0.675
C 0.270 0.277 1.516
C -0.635 -0.473 -0.733
C -2.003 -0.629 -0.105
C 0.199 0.519 0.008
H -0.839 -0.193 -1.759
H 0.188 -2.030 0.240
H 2.208 -0.157 -0.219
H -1.596 1.986 0.392
H -0.609 0.109 2.015
H 1.080 -0.447 1.680
H 1.315 0.240 -1.683
H -0.091 -2.452 -1.421
H 1.934 1.650 -0.653
H 0.443 1.279 2.009
```



2.
Formula: C5H10N2S
Source: the Open Molecules 2025 dataset
Level of theory: wB97M-V/def2-TZVPD

- Net charge: 0
- Orbital gap: 0.3231 Eh
- F_max: 0.9 eV Å⁻¹
- SMILES: CC/C=C/N.N=C=S
- Relative energy (zero: lowest compared OMol25 entry of this formula, charge and spin): 117.5 kJ/mol

Structure (XYZ):
```
18
C5H10N2S, DFT wB97M-V/def2-TZVPD
S -3.429 -0.556 0.157
N -0.648 -1.340 -1.492
N -3.463 1.584 -1.545
C -3.535 0.594 -0.870
C 0.162 -1.235 -0.363
C 2.608 0.744 1.255
C 1.294 -0.003 1.493
C 0.486 -0.096 0.237
H 0.174 0.845 -0.196
H 3.242 0.186 0.566
H 0.718 0.530 2.257
H 3.152 0.877 2.188
H -0.425 -2.114 -2.099
H 2.414 1.725 0.825
H -0.762 -0.471 -1.993
H 0.453 -2.190 0.054
H 1.506 -1.005 1.870
H -3.947 1.925 -2.344
```



3.
Formula: C5H10N2S
Source: the Open Molecules 2025 dataset
Level of theory: wB97M-V/def2-TZVPD

- Net charge: 0
- Orbital gap: 0.3133 Eh
- F_max: 4.3 eV Å⁻¹
- Relative energy (zero: lowest compared OMol25 entry of this formula, charge and spin): 410.1 kJ/mol

Structure (XYZ):
```
18
C5H10N2S, DFT wB97M-V/def2-TZVPD
S -1.807 -0.248 -1.065
N 1.926 -0.566 -1.045
N 2.910 0.087 -0.599
C -0.543 1.936 0.055
C 0.947 -0.630 -0.095
C -0.011 -1.785 0.051
C -0.411 0.859 -0.977
C -1.376 -1.285 0.333
H -0.003 -2.184 -0.935
H -2.096 -2.129 0.388
H -1.162 2.794 -0.308
H 1.258 -0.307 0.945
H 0.435 -2.416 0.824
H 0.580 2.442 0.297
H -0.877 1.526 0.979
H -1.607 -1.006 1.354
H 3.579 0.276 -1.337
H -0.053 1.058 -1.981
```



4.
Formula: C5H10N3
Source: the Open Molecules 2025 dataset
Level of theory: wB97M-V/def2-TZVPD

- Net charge: +1
- Orbital gap: 0.3060 Eh
- F_max: 5.5 eV Å⁻¹
- Relative energy (zero: lowest compared OMol25 entry of this formula, charge and spin): 533.5 kJ/mol

Structure (XYZ):
```
18
C5H10N3, DFT wB97M-V/def2-TZVPD
N -0.526 -1.825 -0.888
N -2.439 0.686 0.289
N -1.281 -0.249 0.541
C 0.562 -1.079 -0.817
C -0.100 0.328 0.335
C -1.468 -1.505 -0.156
C 2.503 -0.037 0.559
C 1.104 -0.619 0.530
H 2.596 1.054 1.032
H -2.654 0.960 -0.733
H 0.066 1.204 -0.131
H 1.000 -0.946 -1.774
H -3.180 0.011 0.573
H 3.233 -0.761 1.092
H 2.714 0.093 -0.455
H 0.718 -1.260 1.354
H -2.330 1.491 0.950
H -2.301 -2.140 0.074
```



5.
Formula: C5H10N3
Source: the Open Molecules 2025 dataset
Level of theory: wB97M-V/def2-TZVPD

- Net charge: +1
- Orbital gap: 0.3593 Eh
- F_max: 6.7 eV Å⁻¹
- SMILES: Cc1cc(=[NH2+])[nH]n1C
- Relative energy (zero: lowest compared OMol25 entry of this formula, charge and spin): 224.6 kJ/mol

Structure (XYZ):
```
18
C5H10N3, DFT wB97M-V/def2-TZVPD
N -2.538 0.158 -1.516
N -0.347 -0.578 -1.229
N 0.845 -0.199 -0.187
C -1.155 0.766 0.492
C 2.002 -0.894 -0.475
C -1.415 0.165 -0.793
C 0.816 0.674 2.133
C 0.179 0.441 0.798
H -3.421 0.647 -1.181
H -0.164 -0.817 -2.189
H -2.652 -0.525 -2.261
H -1.795 1.220 1.141
H 2.364 -0.605 -1.512
H 1.580 -1.988 -0.552
H 2.798 -0.710 0.153
H 1.507 -0.145 2.175
H -0.003 0.736 2.837
H 1.401 1.654 2.166
```



6.
Formula: C5H10N3
Source: the Open Molecules 2025 dataset
Level of theory: wB97M-V/def2-TZVPD

- Net charge: +1
- Orbital gap: 0.3284 Eh
- F_max: 3.0 eV Å⁻¹
- SMILES: C=C/N=C/[N+](C)=C\N
- Relative energy (zero: lowest compared OMol25 entry of this formula, charge and spin): 232.7 kJ/mol

Structure (XYZ):
```
18
C5H10N3, DFT wB97M-V/def2-TZVPD
N -2.507 -0.039 0.539
N -0.404 0.996 0.234
N 0.208 -1.347 -0.012
C 0.550 -0.146 0.147
C 0.119 2.326 0.103
C 1.078 -2.398 -0.255
C -1.666 0.953 0.542
C 2.080 -2.239 -1.114
H 0.749 -3.248 0.321
H 2.430 -1.229 -1.429
H 2.801 -3.082 -1.371
H -2.194 1.914 0.481
H -2.131 -0.969 0.570
H 0.844 2.302 -0.723
H -3.552 0.142 0.731
H 1.527 0.303 0.375
H 0.738 2.683 0.949
H -0.670 3.079 -0.090
```



7.
Formula: C5H10N3
Source: the Open Molecules 2025 dataset
Level of theory: wB97M-V/def2-TZVPD

- Net charge: +2
- Orbital gap (spin up / spin down): 0.1582 / 0.2125 Eh
- F_max: 5.3 eV Å⁻¹
- Relative energy (zero: lowest compared OMol25 entry of this formula, charge and spin): 1259.4 kJ/mol
- 2S+1: 2

Structure (XYZ):
```
18
C5H10N3, DFT wB97M-V/def2-TZVPD
N -1.915 -0.295 -0.985
N 3.225 -0.041 1.456
N -1.907 1.742 0.267
C -0.900 -1.219 -0.926
C 1.201 0.833 0.068
C 0.779 -0.369 -0.738
C -1.780 0.455 0.159
C 0.191 -1.516 -0.010
H 0.488 1.143 0.905
H -1.737 -0.117 1.124
H 3.007 -0.806 2.059
H 1.529 1.747 -0.413
H 2.066 0.297 0.724
H 1.399 -0.510 -1.683
H 0.173 -1.452 1.075
H -1.086 -1.930 -1.607
H 3.955 0.591 1.735
H -2.568 2.085 -0.404
```



8.
Formula: C5H10N3O2
Source: the Open Molecules 2025 dataset
Level of theory: wB97M-V/def2-TZVPD

- Net charge: +1
- Orbital gap: 0.3914 Eh
- F_max: 4.8 eV Å⁻¹
- SMILES: N[C@]1([NH3+])CO[C@@H]2CC(=O)N21
- Relative energy (zero: lowest compared OMol25 entry of this formula, charge and spin): 233.5 kJ/mol

Structure (XYZ):
```
20
C5H10N3O2, DFT wB97M-V/def2-TZVPD
O -2.425 -1.734 -0.283
O -0.047 1.760 0.480
N -0.803 -0.180 -0.824
N 0.531 -1.899 0.369
N 1.600 -0.297 -0.900
C -1.066 1.181 -0.409
C 0.523 0.576 1.084
C 0.524 -0.508 0.072
C -2.415 0.749 0.203
C -2.010 -0.638 -0.231
H 2.562 -0.327 -0.567
H -1.101 1.998 -1.181
H -3.312 1.255 -0.152
H -0.326 -2.172 0.735
H 1.330 -1.018 -1.470
H 1.321 -2.108 0.972
H 1.586 0.835 1.189
H -2.393 0.875 1.324
H -0.023 0.182 1.969
H 1.500 0.661 -1.380
```



9.
Formula: C5H10N3S
Source: the Open Molecules 2025 dataset
Level of theory: wB97M-V/def2-TZVPD

- Net charge: +1
- Orbital gap: 0.3626 Eh
- F_max: 3.1 eV Å⁻¹
- Relative energy (zero: lowest compared OMol25 entry of this formula, charge and spin): 165.1 kJ/mol

Structure (XYZ):
```
19
C5H10N3S, DFT wB97M-V/def2-TZVPD
S 0.035 0.352 -3.670
N -1.295 0.053 -1.587
N 0.792 0.299 -2.274
N -2.147 -0.123 -0.578
C 0.200 0.809 1.129
C 0.494 -0.417 0.202
C 1.957 -0.805 0.223
C -1.518 0.130 -2.873
C 0.054 0.014 -1.251
H -2.463 0.219 -3.415
H 2.162 -1.228 1.230
H 0.474 1.721 0.684
H -2.026 0.691 0.011
H 2.144 -1.564 -0.465
H -0.799 0.997 1.441
H -3.030 -0.548 -0.720
H 0.948 0.757 2.014
H -0.083 -1.269 0.514
H 2.746 -0.046 0.196
```



10.
Formula: C5H10N4
Source: the Open Molecules 2025 dataset
Level of theory: wB97M-V/def2-TZVPD

- Net charge: 0
- Orbital gap: 0.3499 Eh
- F_max: 6.7 eV Å⁻¹
- SMILES: [H]/N=C\N/C=C(/C)N/C=N\[H]
- Relative energy (zero: lowest compared OMol25 entry of this formula, charge and spin): 513.1 kJ/mol

Structure (XYZ):
```
19
C5H10N4, DFT wB97M-V/def2-TZVPD
N 0.208 1.157 -0.042
N 2.383 2.597 0.149
N -2.670 -1.154 1.461
N -1.665 -0.667 -0.674
C 1.915 -0.897 -0.055
C -2.754 -0.563 0.414
C 0.568 -0.295 -0.223
C 1.020 2.349 0.104
C -0.363 -1.285 -0.455
H 2.668 1.653 0.219
H -0.762 1.133 0.038
H 1.778 -2.001 -0.257
H -3.791 0.032 0.286
H -1.638 -1.620 1.629
H -2.036 -0.030 -1.566
H 2.659 -0.652 -0.830
H 2.273 -0.682 0.826
H 0.425 3.304 -0.050
H -0.220 -2.378 -0.975
```



11.
Formula: C5H10N4
Source: the Open Molecules 2025 dataset
Level of theory: wB97M-V/def2-TZVPD

- Net charge: +2
- Orbital gap: 0.3689 Eh
- F_max: 7.0 eV Å⁻¹
- SMILES: C[n+]1cccn1C(N)=[NH2+]
- Relative energy (zero: lowest compared OMol25 entry of this formula, charge and spin): 151.1 kJ/mol

Structure (XYZ):
```
19
C5H10N4, DFT wB97M-V/def2-TZVPD
N -0.441 -0.716 2.214
N -0.330 -0.142 -0.962
N 0.571 -0.174 -0.003
N 0.060 1.550 1.715
C 1.650 -0.883 -1.715
C 1.769 -0.624 -0.369
C 0.002 0.288 1.557
C -1.671 0.378 -0.907
C 0.326 -0.605 -2.070
H -1.768 1.449 -0.543
H 2.634 -0.645 0.231
H -0.137 -1.701 1.922
H 0.095 1.916 2.714
H 2.469 -1.246 -2.277
H -2.341 -0.303 -0.529
H -0.142 2.205 0.950
H -1.975 0.602 -2.030
H -0.747 -0.562 3.182
H -0.023 -0.787 -3.081
```



12.
Formula: C5H10N4S
Source: the Open Molecules 2025 dataset
Level of theory: wB97M-V/def2-TZVPD

- Net charge: +2
- Orbital gap: 0.2969 Eh
- F_max: 4.4 eV Å⁻¹
- Relative energy (zero: lowest compared OMol25 entry of this formula, charge and spin): 185.4 kJ/mol

Structure (XYZ):
```
20
C5H10N4S, DFT wB97M-V/def2-TZVPD
S 4.354 -1.326 -0.160
N -1.569 0.555 -0.305
N -3.290 -0.717 0.406
N 5.662 -0.244 0.000
N 3.886 1.061 0.338
C 3.208 -0.039 0.048
C 5.260 0.953 0.246
C -2.970 0.356 -0.498
C -1.992 -1.438 0.440
C -1.006 -0.670 0.019
H -3.594 1.237 -0.268
H -3.284 0.006 -1.456
H 3.367 1.973 0.252
H 6.571 -0.666 -0.130
H -4.191 -1.342 0.189
H -3.441 -0.284 1.297
H -0.993 1.038 -1.032
H 0.055 -0.844 0.007
H 6.002 1.765 0.581
H -1.940 -2.420 0.520
```



13.
Formula: C5H10N4S2
Source: the Open Molecules 2025 dataset
Level of theory: wB97M-V/def2-TZVPD

- Net charge: +2
- Orbital gap: 0.3434 Eh
- F_max: 4.1 eV Å⁻¹
- Relative energy (zero: lowest compared OMol25 entry of this formula, charge and spin): 109.4 kJ/mol

Structure (XYZ):
```
21
C5H10N4S2, DFT wB97M-V/def2-TZVPD
S -0.662 -1.096 -2.540
S 0.157 2.545 1.411
N 0.918 -0.976 -0.389
N 1.236 -2.760 -1.794
N -0.523 0.029 1.204
N -1.566 1.288 2.960
C 1.049 1.468 0.218
C -0.734 1.144 1.950
C 0.198 0.210 0.030
C 0.554 -1.662 -1.463
C -0.940 0.479 -1.806
H 1.279 -1.607 0.298
H -0.330 1.279 -2.075
H 1.959 1.384 0.703
H -2.315 0.634 3.022
H -1.673 2.230 3.304
H -1.940 0.815 -1.635
H 1.245 2.041 -0.812
H 1.378 -3.024 -2.746
H 1.597 -3.509 -1.232
H -0.887 -0.911 1.391
```